{
  "formula": "C6H7N",
  "method": "wB97M-V/def2-TZVPD",
  "orbital_gap_ev": [7.113, 7.110],
  "charge": 0,
  "symbols": ["C", "C", "C", "C", "C", "C", "N", "H", "H", "H", "H", "H", "H", "H"],
  "positions_angstrom": [[2.2454, -0.0924, 0.1261], [-0.8893, 1.6889, -0.1339], [-0.4542, 0.7228, -1.0449], [-0.5829, 0.7719, 1.0356], [-0.3790, -0.3077, -0.0468], [-0.1159, -1.8092, -0.2687], [3.3814, 0.0656, 0.1947], [-1.2637, 2.6593, -0.1530], [-0.6171, 0.7932, -2.1116], [0.2682, 0.9515, 1.7059], [-1.4033, 0.6329, 1.7276], [0.2372, -2.0916, 0.6578], [0.6490, -1.8709, -1.0768], [-1.0760, -2.1142, -0.6121]],
  "forces_ev_per_a": [[-2.4, -0.2, 0.0], [2.1, -3.7, -0.2], [-2.7, 1.8, 0.6], [-0.6, -0.4, 1.3], [3.7, 0.9, -1.6], [-0.4, 3.7, -1.4], [1.4, 0.2, 0.1], [-0.5, 1.5, -0.3], [0.7, -0.5, -0.2], [0.2, 0.1, -0.7], [-0.6, -0.3, 0.0], [0.5, -1.7, 1.7], [-0.7, -0.1, 0.8], [-0.8, -1.3, 0.0]],
  "lowdin_charge": [-0.284, 0.071, -0.036, -0.132, -0.132, -0.034, -0.113, 0.096, 0.117, 0.110, 0.105, 0.053, 0.100, 0.079]
}



{
  "formula": "C6H7N",
  "method": "wB97M-V/def2-TZVPD",
  "orbital_gap_ev": [6.925, 7.882],
  "charge": 0,
  "symbols": ["C", "C", "C", "C", "C", "C", "N", "H", "H", "H", "H", "H", "H", "H"],
  "positions_angstrom": [[-1.2598, 0.0170, -0.9264], [-0.3815, -0.5945, -0.0062], [1.2463, -0.3143, 0.0274], [1.7308, 0.4453, 0.9183], [-2.1278, 0.3404, 0.2687], [0.8340, -1.4816, -0.6029], [-1.1843, -0.4450, 1.1323], [-1.1613, 0.4967, -1.9095], [1.0603, 1.1765, 1.4030], [2.8386, 0.5477, 1.0655], [-2.1125, 1.4752, 0.5018], [-3.2085, 0.0101, 0.2666], [1.0285, -2.4465, 0.0491], [0.6562, -1.6214, -1.6995]],
  "forces_ev_per_a": [[-0.9, 1.4, -1.2], [0.6, 0.1, -0.6], [-2.7, -0.9, -1.1], [2.5, 2.9, 1.6], [-0.2, 0.8, -0.1], [-0.6, -3.2, 1.3], [0.5, -0.3, 0.0], [0.1, -0.4, 0.5], [0.6, -0.6, 0.0], [-1.1, -0.2, 0.0], [0.0, -1.7, -0.2], [1.2, 0.2, 0.2], [-0.3, 1.8, -1.7], [0.5, 0.3, 1.2]],
  "lowdin_charge": [-0.043, -0.465, -0.203, 0.055, -0.222, -0.004, 0.065, 0.092, 0.093, 0.092, 0.133, 0.115, 0.164, 0.129]
}



{
  "formula": "C6H7N",
  "method": "wB97M-V/def2-TZVPD",
  "orbital_gap_ev": 8.542,
  "charge": 0,
  "symbols": ["C", "C", "C", "C", "C", "C", "N", "H", "H", "H", "H", "H", "H", "H"],
  "positions_angstrom": [[-0.2210, 1.0170, -0.8276], [-0.8615, 0.0329, -0.1210], [1.4933, -0.1372, 0.1107], [1.1459, 1.2556, -0.1627], [0.1205, -0.8684, -0.1395], [-2.2533, -0.1545, 0.2707], [2.6518, -0.6614, 0.1972], [2.0170, 1.5903, -0.8671], [0.9410, 1.9591, 0.5755], [-0.0832, -2.0203, -0.2929], [-2.5314, -1.1748, 0.3929], [-2.9078, 0.3704, -0.4162], [-2.3116, 0.4335, 1.1418], [2.8001, -1.6423, 0.1381]],
  "forces_ev_per_a": [[0.6, 1.5, -0.3], [-1.1, 0.1, 0.0], [-0.5, -4.3, -0.3], [1.5, -0.1, -3.8], [2.8, -2.6, 0.8], [-0.3, 0.9, -1.5], [-0.3, 2.4, 0.3], [-1.8, 0.0, 1.2], [0.1, 1.2, 1.6], [0.8, 2.4, 0.3], [-0.2, -0.7, 0.3], [-0.2, -0.2, -0.3], [-0.5, 0.3, 1.7], [-0.7, -0.9, -0.1]],
  "lowdin_charge": [0.128, -0.422, -0.385, -0.152, 0.037, -0.022, 0.129, 0.152, 0.093, 0.161, 0.079, 0.091, 0.080, 0.031]
}



{
  "formula": "C6H7N",
  "method": "wB97M-V/def2-TZVPD",
  "orbital_gap_ev": 9.339,
  "smiles": "C=NC1C=CC=C1",
  "charge": 0,
  "symbols": ["C", "N", "C", "C", "C", "C", "C", "H", "H", "H", "H", "H", "H", "H"],
  "positions_angstrom": [[-1.8355, -0.0456, 0.8323], [-1.7438, 0.0672, -0.3947], [-0.3181, 0.2693, -1.0292], [0.4204, 1.1534, -0.1330], [1.3423, 0.4772, 0.6070], [1.3340, -0.8829, 0.0984], [0.4528, -1.0603, -0.8718], [-2.9184, -0.0738, 1.1239], [-1.1093, -0.0841, 1.7753], [-0.3530, 0.5913, -2.0779], [0.2900, 2.2035, 0.0026], [2.0774, 0.8426, 1.2273], [2.0224, -1.6271, 0.4943], [0.3387, -1.8306, -1.6545]],
  "forces_ev_per_a": [[-1.5, -0.2, 3.4], [2.0, 0.7, -2.7], [-0.7, -1.6, 0.8], [2.1, 0.5, 1.7], [-2.3, -0.1, -2.9], [1.2, -1.5, 0.7], [-0.8, 0.7, -1.6], [0.9, -0.3, 0.3], [-0.8, 0.2, -2.4], [-0.6, 0.0, 0.4], [-0.5, 0.5, -0.2], [1.1, 0.9, 1.6], [-0.1, 0.0, -0.3], [0.0, 0.1, 1.1]],
  "lowdin_charge": [-0.121, 0.032, -0.286, -0.106, -0.071, -0.121, -0.058, 0.075, 0.125, 0.139, 0.102, 0.074, 0.101, 0.113]
}



{
  "formula": "C6H7N",
  "method": "wB97M-V/def2-TZVPD",
  "orbital_gap_ev": 9.974,
  "smiles": "N#CC1CC=CC1",
  "charge": 0,
  "symbols": ["N", "C", "C", "C", "C", "C", "C", "H", "H", "H", "H", "H", "H", "H"],
  "positions_angstrom": [[-0.4281, 3.2019, -0.9947], [-0.3390, 2.1251, -0.5632], [-0.2918, 0.8049, 0.0400], [1.0231, 0.2263, 0.5851], [0.9056, -1.2255, 0.2854], [-0.2332, -1.5530, -0.3175], [-1.0929, -0.3527, -0.6177], [-0.2254, 0.8092, 1.2279], [1.8775, 0.8191, 0.3135], [1.0070, 0.3290, 1.8196], [1.6593, -1.9087, 0.6418], [-0.5293, -2.5738, -0.5496], [-1.2478, -0.2461, -1.7034], [-2.0851, -0.4556, -0.1672]],
  "forces_ev_per_a": [[0.2, -1.5, 0.5], [0.0, 0.9, 0.0], [-0.5, 0.0, 2.2], [1.7, -0.3, 2.1], [0.2, -0.2, -0.1], [0.3, 0.1, 0.2], [-0.1, 0.1, 0.2], [-3.7, 1.4, -2.2], [0.8, -0.3, -0.4], [0.9, -0.5, -2.5], [0.0, -0.2, -0.1], [0.0, 0.2, 0.0], [0.1, 0.3, 0.3], [0.0, 0.0, -0.1]],
  "lowdin_charge": [0.130, -0.193, -0.292, -0.200, -0.101, -0.081, -0.136, 0.160, 0.110, 0.161, 0.103, 0.109, 0.119, 0.110]
}



{
  "formula": "C6H7N",
  "method": "wB97M-V/def2-TZVPD",
  "orbital_gap_ev": 9.948,
  "charge": 0,
  "symbols": ["N", "C", "C", "C", "C", "C", "C", "H", "H", "H", "H", "H", "H", "H"],
  "positions_angstrom": [[0.3721, 2.0921, -1.3712], [-0.5145, 2.8168, -1.6288], [-0.0970, 0.3823, 1.0689], [1.1014, -0.1000, 0.6899], [0.8962, -1.2645, -0.1882], [-0.4225, -1.4853, -0.3217], [-1.1831, -0.4634, 0.4738], [-0.2863, 1.2667, 1.6676], [0.9258, 1.3726, -0.9365], [2.0701, 0.3073, 0.9654], [1.6946, -1.8320, -0.6551], [-0.8928, -2.2812, -0.8883], [-1.8815, 0.1203, -0.1432], [-1.7825, -0.9316, 1.2674]],
  "forces_ev_per_a": [[-1.0, 0.7, -0.3], [0.9, -0.6, 0.1], [0.1, -0.1, 0.0], [-0.1, 0.0, 0.1], [-0.1, 0.0, 0.0], [0.1, 0.0, 0.0], [0.1, 0.0, 0.0], [0.1, -0.2, 0.0], [-0.1, 0.1, -0.1], [-0.1, -0.1, 0.0], [-0.1, 0.0, 0.1], [0.1, 0.1, 0.1], [0.1, -0.1, 0.1], [0.0, 0.0, -0.1]],
  "lowdin_charge": [0.042, -0.076, -0.125, -0.143, -0.103, -0.093, -0.191, 0.109, 0.027, 0.105, 0.098, 0.101, 0.122, 0.128]
}



{
  "formula": "C6H7N3",
  "method": "wB97M-V/def2-TZVPD",
  "orbital_gap_ev": [6.461, 7.007],
  "spin_multiplicity": 3,
  "charge": 0,
  "s2": 2.02,
  "symbols": ["C", "C", "C", "C", "C", "C", "N", "N", "N", "H", "H", "H", "H", "H", "H", "H"],
  "positions_angstrom": [[-2.7545, 0.0521, 0.6496], [-2.4334, -1.6172, -1.1748], [-2.0709, -0.5805, -0.2846], [-0.4075, 0.2130, -0.6354], [0.5909, 0.1786, 1.6190], [0.1099, 1.0840, 0.4683], [-2.7032, -2.4892, -1.8424], [-3.2065, 0.3474, 1.7371], [0.0234, 0.0234, -1.7649], [1.5846, -0.2693, 1.4233], [0.6338, 0.5845, 2.6331], [-0.1745, -0.6485, 1.8063], [0.8721, 1.6817, 0.0695], [-0.6658, 1.6617, 1.1153], [-3.9890, 0.9842, 1.9020], [0.8785, 0.3951, -1.9653]],
  "forces_ev_per_a": [[-1.9, -1.6, 0.1], [0.8, 3.5, 2.1], [3.9, 0.9, -2.1], [-2.7, -0.9, 1.8], [0.0, -2.0, 0.5], [-2.2, -0.8, 3.1], [-0.8, -2.7, -1.9], [0.2, 2.8, 1.3], [-2.3, -2.2, -0.7], [-0.6, 0.0, 0.0], [0.1, 0.8, -0.4], [1.0, 0.7, -0.7], [1.0, 1.2, -0.3], [0.8, -0.4, -2.2], [-0.3, -1.1, 0.3], [2.9, 1.8, -0.8]],
  "lowdin_spin": [0.453, 0.075, 0.507, 0.137, 0.004, 0.013, 0.191, 0.503, 0.058, 0.000, 0.001, 0.002, 0.002, 0.001, 0.046, 0.009]
}



{
  "formula": "C6H7N3O",
  "method": "wB97M-V/def2-TZVPD",
  "orbital_gap_ev": [6.358, 7.464],
  "spin_multiplicity": 3,
  "charge": 0,
  "s2": 2.03,
  "symbols": ["C", "C", "C", "C", "C", "C", "N", "N", "N", "O", "H", "H", "H", "H", "H", "H", "H"],
  "positions_angstrom": [[-0.0749, -0.6629, -0.1953], [-0.4165, -0.0837, 0.9927], [0.4241, 1.0207, 1.4381], [1.3450, 0.9712, -1.0788], [1.3411, -1.0818, -2.0598], [2.3460, -0.3460, -2.6167], [0.8946, -0.2736, -1.0680], [-1.3546, -0.6925, 1.8048], [-0.0005, 2.2198, 1.7071], [2.3313, 0.8854, -2.0651], [-0.6995, -1.6091, -0.4322], [1.1170, -2.1286, -2.3405], [2.7950, -0.6875, -3.5704], [-1.4988, -0.2831, 2.6894], [-1.2721, -1.6576, 1.8609], [0.6760, 2.9522, 1.6934], [-0.9630, 2.7213, 1.6021]],
  "forces_ev_per_a": [[-3.8, -2.7, 1.9], [3.1, 0.6, -0.6], [-1.9, -3.5, -1.2], [2.0, 0.5, -0.9], [2.9, -0.6, -1.7], [-1.8, -1.8, -1.2], [-1.6, 0.0, 0.5], [-0.9, 1.2, -0.6], [-2.4, 5.3, 1.4], [0.0, 0.6, -0.1], [1.4, 1.6, -0.1], [-0.3, 1.0, 0.8], [0.4, 1.1, 1.0], [0.0, 0.5, 0.9], [0.0, -1.9, 0.1], [0.6, 0.4, -0.1], [2.1, -2.2, 0.0]],
  "lowdin_spin": [0.214, 0.106, 1.075, 0.094, 0.006, 0.007, 0.034, 0.009, 0.352, 0.022, 0.012, 0.000, 0.001, 0.001, -0.001, 0.028, 0.039]
}



{
  "formula": "C6H7N3O3S",
  "method": "wB97M-V/def2-TZVPD",
  "orbital_gap_ev": 10.102,
  "charge": 0,
  "symbols": ["C", "C", "C", "C", "C", "C", "N", "N", "N", "O", "O", "O", "S", "H", "H", "H", "H", "H", "H", "H"],
  "positions_angstrom": [[-3.3553, 0.4190, 0.9685], [-2.3231, 0.1612, 0.1087], [0.2463, 0.2839, -0.8099], [-1.2543, 0.7926, -0.7538], [2.8718, -0.6940, 1.5329], [2.0329, -0.7559, 0.2456], [-4.2133, 0.3255, 1.7025], [-2.2533, -0.0119, -1.3941], [-1.2606, 2.1345, -0.9836], [0.8069, 0.3916, -1.8718], [-0.9861, -2.1437, -0.5691], [0.6920, -0.0628, 0.3499], [-2.2836, -1.5365, -0.5988], [3.8824, -1.2305, 1.4370], [3.1325, 0.2460, 1.9298], [2.4070, -1.1369, 2.4035], [1.7015, -1.6986, -0.0266], [2.5970, -0.2485, -0.6602], [-0.4281, 2.3181, -1.5215], [-2.0126, 2.4468, -1.4891]],
  "forces_ev_per_a": [[-0.2, 0.8, -0.5], [2.6, -1.8, -1.3], [-2.1, 1.1, -0.6], [1.4, -2.3, 1.8], [0.7, -1.7, -0.2], [1.4, 3.3, -0.7], [-1.8, 0.2, 1.6], [-2.3, 0.1, -1.7], [2.2, 0.6, 0.7], [0.2, -0.3, 0.3], [1.1, -1.1, 0.0], [2.0, -0.6, 0.8], [0.2, 1.9, 0.3], [-1.6, 0.6, -0.4], [0.1, 1.7, -0.3], [-0.5, -0.6, -0.1], [0.0, -2.1, -0.4], [-1.2, -1.1, 1.9], [0.2, 0.6, -0.1], [-2.5, 0.9, -1.3]],
  "lowdin_charge": [-0.226, -0.371, -0.499, -0.452, -0.065, -0.118, 0.184, -0.074, 0.173, 0.122, -0.446, 0.035, 1.079, 0.109, 0.050, 0.067, 0.090, 0.160, 0.105, 0.078]
}



{
  "formula": "C6H7N3S",
  "method": "wB97M-V/def2-TZVPD",
  "orbital_gap_ev": 8.861,
  "smiles": "C=C(C#N)c1nccs1.N",
  "charge": 0,
  "symbols": ["C", "C", "C", "N", "C", "N", "C", "C", "S", "H", "H", "H", "H", "N", "H", "H", "H"],
  "positions_angstrom": [[1.6037, 0.8936, -1.5961], [0.8100, 0.9895, -0.4951], [1.4994, 1.3462, 0.6859], [2.0562, 1.3943, 1.6826], [-0.5921, 0.5771, -0.2829], [-1.2485, 0.6245, 0.8093], [-2.5326, 0.2740, 0.6323], [-2.9341, 0.0571, -0.6129], [-1.5776, 0.3256, -1.6894], [2.5357, 1.2972, -1.6962], [1.3990, 0.4271, -2.6117], [-3.2208, 0.1665, 1.4050], [-3.7634, -0.2381, -1.1168], [1.6003, -2.0580, 1.0044], [2.3234, -2.1398, 1.6813], [1.1491, -1.1540, 1.0831], [0.8924, -2.7828, 1.1171]],
  "forces_ev_per_a": [[-3.3, -1.4, -1.3], [1.0, -0.5, -1.3], [0.0, 0.1, 0.5], [0.5, 0.4, 0.7], [0.4, 0.9, -2.4], [1.0, -0.3, 1.6], [-0.6, -0.1, -0.1], [3.1, 0.8, -1.8], [-0.3, -0.6, 0.6], [2.5, 1.1, 0.8], [-0.8, 0.5, 1.6], [-0.6, 0.0, 1.7], [-2.7, -0.7, -0.6], [-0.9, -0.1, -1.0], [0.4, -0.1, 0.6], [0.1, -0.2, 0.3], [0.4, 0.3, 0.2]],
  "lowdin_charge": [0.110, -0.301, -0.236, 0.190, -0.590, 0.073, -0.244, -0.335, 1.059, 0.042, 0.102, 0.095, 0.026, 0.034, -0.005, -0.034, 0.013]
}



{
  "formula": "C6H7NO",
  "method": "wB97M-V/def2-TZVPD",
  "orbital_gap_ev": 8.481,
  "smiles": "Oc1ccc2n1CC2",
  "charge": 0,
  "symbols": ["O", "C", "C", "C", "C", "N", "C", "C", "H", "H", "H", "H", "H", "H", "H"],
  "positions_angstrom": [[-2.0868, -1.1617, -0.0999], [-1.1940, -0.1560, 0.0142], [-1.2612, 1.2094, 0.0221], [0.0115, 1.7593, 0.0009], [0.8616, 0.7415, -0.0109], [0.1568, -0.4402, -0.0202], [1.2982, -1.3326, 0.0010], [2.1754, -0.0332, -0.0208], [-2.1190, -1.7066, 0.7015], [-2.1773, 1.8005, -0.1104], [0.2298, 2.8088, 0.1513], [1.3666, -2.0383, -0.8357], [1.2537, -1.9068, 0.9774], [2.8617, 0.1632, 0.8768], [2.8319, 0.1233, -0.8606]],
  "forces_ev_per_a": [[-0.9, -0.3, 0.1], [1.5, -0.8, -0.1], [-3.0, 0.2, -0.4], [0.6, 2.6, 0.5], [1.4, -2.9, -0.1], [-0.9, 1.4, -0.5], [-0.2, -0.8, 1.4], [1.4, 0.8, 1.8], [0.1, 0.4, -0.2], [0.4, -0.5, 0.4], [0.0, -0.1, -0.4], [0.1, 0.3, 0.1], [0.7, 0.5, -1.1], [-1.1, -0.6, -0.9], [-0.1, -0.2, -0.6]],
  "lowdin_charge": [0.064, -0.333, -0.054, -0.075, -0.234, -0.011, -0.081, -0.064, 0.115, 0.116, 0.104, 0.114, 0.130, 0.123, 0.088]
}



{
  "formula": "C6H7NO",
  "method": "wB97M-V/def2-TZVPD",
  "orbital_gap_ev": [7.473, 6.435],
  "charge": 0,
  "symbols": ["C", "C", "N", "C", "C", "C", "C", "O", "H", "H", "H", "H", "H", "H", "H"],
  "positions_angstrom": [[1.0743, -0.0582, 0.3121], [0.1328, -0.0532, -0.7146], [2.2837, -0.6912, 0.4064], [-1.0803, 0.6540, 0.3393], [-0.0111, -0.1360, -2.0389], [-2.1355, -0.1870, 0.6072], [0.2908, 0.5652, 1.3270], [0.4081, 0.8953, 2.4794], [2.9221, -0.6241, -0.3709], [2.7148, -0.6809, 1.3186], [-1.3248, 1.6747, 0.0490], [0.8328, 0.0062, -2.7055], [-0.9842, -0.2991, -2.4851], [-3.1660, 0.1415, 0.5477], [-1.9575, -1.2072, 0.9282]],
  "forces_ev_per_a": [[0.5, -0.8, -0.3], [-1.2, 1.1, 1.1], [0.1, 0.3, 0.1], [3.1, 0.2, -0.3], [0.2, -0.1, -0.4], [-1.1, -0.9, 0.4], [-1.8, 0.7, -0.1], [0.2, -0.3, -0.3], [0.0, 0.0, 0.1], [0.0, 0.0, -0.1], [0.0, -0.1, -0.1], [0.0, -0.3, 0.0], [0.0, 0.2, 0.0], [0.1, 0.0, 0.0], [0.0, 0.0, 0.0]],
  "lowdin_charge": [-0.261, -0.170, 0.144, -0.185, 0.069, 0.045, -0.311, 0.092, 0.100, 0.104, 0.123, 0.061, 0.062, 0.057, 0.072]
}



Taking the records one at a time from the top gives DFT total energy values of -7819.61168, -7818.12233, -7820.47522, -7822.57434, -7822.48764, -7823.18208, -10798.62304, -12845.83909, -27779.13856, -21639.16070, -9870.79742, -9868.59957 eV.